No. 1
157
Properties=species:S:1:pos:R:3:forces:R:3:lowdin_charge:R:1 method="wB97M-V/def2-TZVPD" charge=0 largest_force_ha_per_bohr=0.12825 e_tot_ha=-6283.6146 gap_ev=8.6 lumo_energy_ha=-0.0041
Mg -20.7050 -12.5197 -17.7579 -1.1 -0.9 -1.1 0.415
C -20.4650 -8.3250 -17.4229 3.0 0.1 0.3 -0.656
F -20.5866 -8.0541 -16.1119 0.1 0.3 -0.8 0.139
F -21.5534 -8.8002 -17.8666 -2.4 -0.5 -0.8 0.198
F -20.0724 -7.2595 -18.1210 -0.3 -0.5 0.9 0.165
S -19.0743 -9.7268 -17.5440 2.4 1.8 -2.6 0.796
O -17.8888 -9.2048 -18.2828 -3.3 -1.5 1.5 -0.278
O -18.8520 -10.0777 -16.1885 -0.6 -1.2 0.7 -0.280
N -19.9224 -11.0416 -18.4975 3.1 4.9 1.3 -0.317
S -19.9353 -10.5164 -19.9632 -0.9 2.2 -5.8 0.628
O -21.0004 -11.1567 -20.7251 0.7 -0.9 1.0 -0.290
O -19.9660 -9.0623 -20.2227 0.8 -2.3 1.6 -0.285
C -18.2669 -11.1950 -20.7820 -0.7 2.1 -0.2 -0.609
F -17.5699 -10.1677 -21.3571 -1.0 -1.3 0.5 0.120
F -17.5596 -11.6939 -19.8113 0.8 -0.7 0.6 0.151
F -18.5082 -12.1331 -21.6944 -0.1 0.3 0.1 0.143
C -18.5522 -12.7042 -13.9985 0.2 0.0 0.8 -0.594
F -17.6837 -11.6655 -14.0044 -1.4 -0.7 -1.0 0.141
F -18.0604 -13.5278 -13.1015 -0.1 -0.8 0.0 0.160
F -19.7786 -12.3498 -13.6143 0.6 0.3 -0.6 0.126
S -18.6518 -13.6801 -15.7030 1.9 -2.0 -0.6 0.771
O -17.7408 -12.9512 -16.5604 -1.5 0.1 0.1 -0.282
O -18.2719 -15.0913 -15.4690 -1.2 3.1 0.1 -0.300
N -20.3167 -13.5655 -16.3074 4.3 -1.8 4.6 -0.297
S -21.1994 -14.5124 -15.3776 -2.4 -3.0 0.5 0.594
O -20.7507 -14.9707 -14.0871 0.8 1.1 -1.0 -0.244
O -22.5545 -14.0646 -15.4475 -0.6 1.0 -0.2 -0.263
C -21.3598 -16.1479 -16.3437 1.6 1.0 2.0 -0.618
F -20.1145 -16.5217 -16.7390 -1.5 -0.1 -0.7 0.109
F -21.8146 -17.0521 -15.4834 0.0 -0.2 -0.3 0.146
F -22.2415 -15.9973 -17.3079 0.3 -0.3 -0.8 0.147
C -25.1917 -10.9710 -11.8148 0.1 1.2 1.4 -0.133
O -25.0858 -12.1454 -11.0525 0.8 0.1 -1.2 -0.199
C -24.9696 -13.2745 -11.9182 -0.7 -0.8 1.8 -0.186
C -24.5352 -14.4373 -10.9243 -0.8 1.1 -3.2 -0.135
O -23.7894 -15.3953 -11.6758 0.4 -0.6 0.3 -0.163
C -24.2830 -16.0406 -12.8859 -1.3 -0.9 2.0 -0.115
C -25.3113 -17.2221 -12.4755 0.5 2.2 -0.4 -0.164
O -26.1576 -17.5857 -13.5787 1.1 0.0 0.8 -0.196
C -26.8806 -18.7549 -13.2816 -0.1 -0.3 -0.1 -0.131
H -24.3024 -10.5678 -12.2990 0.5 -1.3 -1.1 0.072
H -25.1612 -10.1532 -11.0949 -1.4 0.1 0.4 0.088
H -26.0796 -11.0190 -12.4452 0.1 0.5 -0.1 0.095
H -24.3449 -13.1221 -12.7983 0.8 0.1 0.4 0.113
H -25.9601 -13.4751 -12.3266 -0.3 -0.2 -0.1 0.116
H -25.4528 -14.8178 -10.4756 0.1 -0.4 0.1 0.113
H -23.9637 -13.9038 -10.1648 0.6 -0.7 -0.1 0.109
H -23.4023 -16.5424 -13.2867 0.0 0.4 -0.2 0.110
H -24.7372 -15.3376 -13.5841 0.1 0.0 -0.1 0.111
H -25.9529 -16.8861 -11.6609 -0.2 0.3 0.1 0.109
H -24.6664 -17.9645 -12.0053 -0.2 -0.8 -0.6 0.122
H -27.4373 -18.6908 -12.3467 -0.2 0.3 0.2 0.084
H -26.2138 -19.6092 -13.1644 0.1 -0.2 -0.2 0.085
H -27.5867 -18.9342 -14.0924 0.1 0.0 0.0 0.090
C -22.0324 -10.9115 -15.3383 0.6 0.9 -0.4 -0.010
O -22.0259 -11.4221 -16.7371 -0.7 1.2 1.8 -0.269
C -23.3556 -11.4851 -17.2460 -0.7 -0.8 0.3 -0.150
C -23.3947 -12.0738 -18.6619 1.0 0.9 1.6 -0.099
O -22.3370 -13.0549 -18.6810 -2.1 0.4 -1.9 -0.192
C -22.3810 -13.7721 -19.9302 1.3 -2.2 0.8 -0.111
C -21.1717 -14.7357 -19.8392 -0.5 1.2 -0.8 -0.142
O -20.1483 -13.9711 -19.1664 0.9 -2.4 -1.0 -0.240
C -18.8589 -14.6335 -19.3945 1.0 1.2 0.1 -0.020
H -22.3708 -9.8755 -15.3164 -0.1 0.1 -0.5 0.097
H -21.0091 -10.8595 -14.9664 0.0 -0.4 -0.4 0.065
H -22.6500 -11.3989 -14.5840 -0.1 -0.9 -0.7 0.095
H -23.8316 -10.5060 -17.3014 0.1 0.2 0.4 0.141
H -23.8571 -12.1481 -16.5411 -0.5 0.1 -0.1 0.127
H -23.1647 -11.2483 -19.3356 0.0 -0.4 -0.6 0.132
H -24.3781 -12.5098 -18.8378 0.1 -0.1 -0.2 0.147
H -22.2227 -13.2394 -20.8680 -0.4 1.0 0.6 0.130
H -23.2829 -14.3839 -19.9475 -0.3 0.3 -0.1 0.136
H -20.9034 -14.8960 -20.8835 0.5 -0.1 0.0 0.138
H -21.3531 -15.7236 -19.4158 0.1 0.3 0.5 0.113
H -18.4732 -14.4371 -20.3948 -0.5 0.4 -0.2 0.091
H -18.7652 -15.7151 -19.2975 -1.0 0.0 0.6 0.108
H -18.1632 -14.1400 -18.7159 0.0 -0.2 0.1 0.081
C -12.6616 -14.7393 -13.5298 1.3 0.8 -0.1 -0.142
O -13.5624 -15.7622 -13.3196 -1.0 -1.2 0.5 -0.151
C -14.9155 -15.4126 -12.9644 0.4 1.9 0.4 -0.128
C -15.0356 -14.3945 -11.7824 0.3 -0.3 -1.2 -0.201
O -14.3361 -14.8621 -10.6535 0.0 0.5 -0.7 -0.118
C -13.9721 -13.8712 -9.7068 -0.2 -1.2 0.9 -0.183
C -12.6888 -13.0994 -10.0195 -1.6 0.2 0.3 -0.195
O -13.0617 -12.1329 -10.9793 0.6 0.5 -1.3 -0.209
C -11.9688 -11.4230 -11.5515 -0.1 -0.6 -0.7 -0.103
H -12.7951 -14.1224 -14.4185 -1.1 0.5 0.0 0.091
H -11.6588 -15.0807 -13.7865 0.0 -1.2 0.2 0.087
H -12.4425 -14.1334 -12.6507 -0.6 0.3 0.1 0.061
H -15.5665 -16.2689 -12.7885 0.8 -0.4 -0.2 0.098
H -15.3087 -14.8384 -13.8034 -0.4 -0.1 -0.3 0.114
H -16.0811 -14.1713 -11.5698 -0.4 -0.6 0.2 0.111
H -14.7000 -13.4257 -12.1526 0.7 0.0 0.2 0.108
H -13.8878 -14.5464 -8.8552 0.7 0.5 0.6 0.126
H -14.8148 -13.2338 -9.4388 0.0 0.5 -0.4 0.129
H -11.9557 -13.8448 -10.3278 0.4 0.3 -0.3 0.130
H -12.3874 -12.4909 -9.1668 0.4 -0.6 0.6 0.125
H -11.3710 -12.0410 -12.2216 0.4 -0.8 0.4 0.074
H -11.3077 -10.9828 -10.8050 -0.1 0.2 0.1 0.087
H -12.3047 -10.7208 -12.3145 -0.6 0.5 0.7 0.088
C -21.5055 -12.6652 -8.2939 0.5 0.3 0.5 -0.091
O -21.0173 -11.5810 -9.1033 -0.1 -2.1 1.4 -0.158
C -21.5911 -11.5371 -10.3686 1.0 2.0 -0.2 -0.205
C -20.8494 -10.4119 -11.0562 0.1 1.3 -2.7 -0.180
O -19.5197 -10.6770 -11.4760 1.4 -1.5 -0.1 -0.134
C -18.7083 -9.6218 -11.9686 -0.4 1.3 0.7 -0.180
C -19.2022 -8.7869 -13.1451 -2.1 -2.6 0.3 -0.210
O -20.3916 -8.0894 -12.8021 0.1 1.0 -0.4 -0.205
C -20.0398 -6.8034 -12.3808 0.8 0.3 -0.5 -0.109
H -21.0388 -12.5937 -7.3114 0.0 0.4 0.0 0.083
H -21.2426 -13.6731 -8.6148 0.1 0.1 -0.8 0.085
H -22.5824 -12.6531 -8.1259 -0.2 0.3 -0.3 0.080
H -22.6091 -11.1651 -10.2532 -0.5 -0.4 -0.4 0.120
H -21.5301 -12.4223 -11.0017 0.0 -0.5 0.4 0.137
H -20.8995 -9.4220 -10.6027 0.0 -0.2 0.9 0.133
H -21.3071 -10.2191 -12.0265 -1.1 0.0 0.0 0.106
H -17.7030 -9.8651 -12.3126 -0.1 -1.3 0.5 0.119
H -18.5589 -9.0038 -11.0833 0.2 0.7 0.0 0.124
H -19.6608 -9.4481 -13.8803 0.8 -0.6 -0.3 0.090
H -18.3477 -8.3175 -13.6325 -0.3 1.0 0.1 0.138
H -20.8941 -6.1411 -12.2406 0.0 -0.4 0.5 0.095
H -19.4484 -6.3607 -13.1822 0.1 0.4 -0.2 0.082
H -19.3338 -6.9330 -11.5605 -0.4 0.7 0.7 0.087
C -18.4062 -20.2288 -16.5080 -0.3 0.1 0.5 -0.066
C -18.1474 -19.0521 -15.5253 0.3 0.2 -1.7 -0.423
C -17.3672 -19.5098 -14.3260 -0.8 0.9 1.6 -0.171
O -16.9369 -18.3890 -13.5046 0.8 -0.8 -0.6 -0.201
C -17.9162 -17.8039 -12.6855 -0.1 0.3 -0.1 -0.105
N -17.4633 -17.9550 -16.2492 0.1 -0.1 -0.1 0.060
H -17.5380 -20.7965 -16.8429 0.4 0.4 0.2 0.070
H -18.8840 -19.8436 -17.4088 -0.1 0.0 0.1 0.065
H -19.0584 -20.9620 -16.0333 -0.3 0.0 0.0 0.069
H -19.1317 -18.7013 -15.2151 -0.1 0.1 0.1 0.116
H -16.5391 -20.1590 -14.6101 0.4 0.5 0.2 0.129
H -18.0375 -20.0724 -13.6761 -0.1 -0.6 -0.1 0.123
H -18.1196 -18.3361 -11.7563 0.0 -0.6 0.0 0.086
H -18.8518 -17.6542 -13.2245 -0.2 0.1 0.0 0.084
H -17.5367 -16.8351 -12.3608 0.0 0.1 -0.2 0.074
H -16.5498 -17.7596 -15.8650 0.2 -0.3 0.2 0.068
H -17.9188 -17.0573 -16.1661 -0.4 -0.2 0.1 0.008
C -23.4147 -18.1233 -20.7189 -0.7 0.0 0.3 -0.065
C -23.3166 -19.0047 -19.5107 -0.3 -0.5 0.9 -0.445
C -24.1359 -18.5322 -18.2840 0.7 0.2 0.0 -0.209
O -23.7337 -19.3141 -17.1702 -0.4 0.4 0.5 -0.176
C -24.4623 -18.9027 -16.0118 -0.6 0.1 -0.6 -0.110
N -23.6568 -20.3553 -19.9357 0.2 -0.1 -0.1 0.044
H -22.7400 -18.5149 -21.4801 0.1 0.5 0.0 0.089
H -23.2605 -17.0927 -20.3991 0.3 0.2 -0.5 0.059
H -24.4341 -18.2077 -21.0954 -0.1 0.2 -0.3 0.080
H -22.2706 -18.9983 -19.2044 0.1 -0.1 0.3 0.137
H -25.2207 -18.5470 -18.3895 -0.3 -0.6 -0.5 0.124
H -23.9639 -17.4824 -18.0466 0.5 0.3 -0.1 0.098
H -25.5330 -18.9819 -16.2001 -0.4 -0.8 0.0 0.080
H -24.4523 -17.8292 -15.8232 1.0 0.2 0.2 0.072
H -24.1685 -19.4898 -15.1417 0.1 0.1 -0.2 0.098
H -24.5683 -20.3354 -20.3702 -0.2 -0.1 0.0 0.068
H -23.6904 -21.0104 -19.1677 0.0 0.0 0.2 0.071



No. 2
107
Properties=species:S:1:pos:R:3:forces:R:3:lowdin_charge:R:1 method="wB97M-V/def2-TZVPD" charge=0 largest_force_ha_per_bohr=0.19161 e_tot_ha=-2291.7791 gap_ev=7.3 lumo_energy_ha=-0.0077
C -2.0356 0.4237 3.3769 -2.1 2.0 -1.3 -0.051
C -2.0831 1.5199 4.4387 -1.0 -2.3 -0.2 -0.273
O -1.0591 2.4199 4.2014 0.3 -0.8 -1.2 -0.070
H -2.1055 0.7504 2.3256 0.7 0.8 0.3 0.063
H -2.9861 -0.0635 3.3350 -0.5 -1.1 0.9 0.071
H -1.2147 -0.2047 3.4421 1.4 -1.3 0.4 0.036
H -1.9083 0.9952 5.3832 0.0 0.1 0.2 0.117
H -3.0697 2.0001 4.5423 0.3 0.0 -0.4 0.128
H -1.1047 2.9858 4.9176 0.3 2.4 2.1 0.073
C 1.2137 -2.1641 -4.4086 -1.8 0.1 0.6 -0.061
C 0.4965 -0.9449 -3.8561 2.3 -1.3 1.4 -0.274
O 1.5038 -0.2033 -3.1595 -1.2 3.1 -2.6 -0.076
H 1.4455 -2.9205 -3.6771 -0.3 -0.3 0.3 0.050
H 2.1409 -1.8912 -4.8309 0.9 0.6 -0.7 0.068
H 0.5169 -2.4483 -5.1687 -0.1 -1.3 -0.8 0.065
H -0.3666 -1.0858 -3.2259 -0.1 -0.6 0.3 0.067
H 0.1547 -0.4016 -4.6885 -0.2 1.4 -1.0 0.096
H 1.7815 -0.5496 -2.3598 0.5 -1.8 2.5 0.017
C -2.4592 -2.4310 -2.8701 0.1 -2.0 -1.6 -0.096
C -3.7879 -3.1137 -2.8071 -0.4 -0.8 0.3 -0.325
O -4.2078 -3.2897 -4.1477 0.1 0.3 -0.2 -0.063
H -2.0372 -2.3410 -1.9249 0.6 1.0 1.6 0.010
H -2.4530 -1.5449 -3.5011 0.0 0.0 0.3 0.078
H -1.8064 -3.2381 -3.2845 -0.1 1.0 -0.3 0.100
H -4.5613 -2.5608 -2.2546 0.2 0.0 0.1 0.100
H -3.6793 -4.1474 -2.3407 -0.1 1.1 -0.2 0.115
H -4.8253 -4.0064 -4.1439 -0.7 -0.5 -0.3 0.066
C 1.6244 3.4083 2.6609 5.8 1.5 -5.3 -0.578
O 2.6051 3.9609 1.7904 -4.9 -1.7 5.2 -0.142
N 1.8434 3.1093 3.9326 2.7 1.8 3.5 0.137
N 0.6167 2.7808 2.1894 -3.9 -0.9 -3.0 0.161
H 2.5793 3.7547 4.2501 -0.3 -1.0 0.5 0.139
H 1.2620 2.6334 4.6493 0.2 1.0 -1.3 0.114
H 0.3025 3.0091 1.1950 0.3 -0.7 1.3 0.103
H -0.0490 2.3832 2.8786 0.4 0.7 -1.1 0.081
C 3.4425 -2.1331 -1.2073 0.5 -7.1 -6.8 -0.696
O 3.7253 -3.0796 -2.1777 -1.9 3.5 4.1 -0.149
N 4.2963 -1.2564 -0.9797 6.6 6.6 1.9 0.138
N 2.3354 -1.9792 -0.5657 -4.6 -0.6 1.8 0.170
H 5.1491 -1.0985 -1.6167 -2.1 -0.7 1.7 0.182
H 4.1055 -0.6280 -0.1127 0.9 -1.5 -1.9 0.111
H 1.5715 -2.6038 -0.8498 0.3 0.1 0.4 0.057
H 2.1067 -1.2649 0.1726 0.9 -0.9 -1.7 0.083
C -0.7345 -4.4364 -1.1426 6.7 5.9 -2.2 -0.635
O 0.1710 -3.4288 -1.4489 -4.5 -4.2 1.5 -0.118
N -1.6994 -4.3096 -0.3327 -4.9 0.3 2.6 0.194
N -0.5295 -5.5966 -1.6337 0.7 -3.7 -2.0 0.202
H -1.9741 -3.3790 -0.0985 0.0 0.6 0.6 0.062
H -2.5384 -4.9168 -0.4372 1.3 0.5 0.2 0.144
H 0.1217 -5.6159 -2.3694 1.1 -0.1 -0.8 0.117
H -1.0939 -6.4262 -1.5438 -0.2 0.4 0.3 0.127
C -1.5439 2.0158 -3.0683 -2.4 -6.1 -0.5 -0.532
O -2.2927 0.8315 -2.7757 4.3 6.4 -1.1 -0.119
N -2.1696 3.1336 -3.3982 -2.2 2.1 -0.3 0.122
N -0.2015 2.0973 -3.2257 1.0 0.4 0.4 0.172
H -3.2241 3.1484 -3.4546 2.0 0.0 0.0 0.166
H -1.6151 4.0011 -3.4925 -0.9 -0.8 -0.1 0.141
H 0.3412 1.2774 -3.0089 0.5 -0.7 0.2 0.056
H 0.4191 2.8754 -3.6152 -2.0 -1.3 0.7 0.168
C -3.4622 -1.0484 0.2420 -1.7 0.6 -0.3 -0.156
O -2.8285 -2.0493 0.9560 1.6 -1.2 -1.8 -0.104
H -3.6607 -0.2420 0.9244 -0.2 0.7 0.0 0.058
H -4.4433 -1.3270 -0.2441 1.0 -0.1 0.5 0.107
H -2.7832 -0.7181 -0.5218 0.1 0.2 -0.4 0.050
H -3.1631 -2.2053 1.7999 -1.1 -0.2 2.0 0.066
C 1.5164 -0.1216 4.8186 -0.8 0.2 -0.6 -0.079
O 1.6530 0.2896 3.4526 -0.6 -0.7 0.7 -0.146
H 0.9170 0.5459 5.4639 -0.1 -0.1 -0.6 0.085
H 2.4349 -0.2533 5.3047 1.7 0.1 0.5 0.069
H 1.0976 -1.1073 4.7891 -0.6 -0.5 0.0 0.081
H 1.7961 1.2286 3.4105 0.4 0.6 0.1 0.012
C 0.7604 -2.3375 2.0393 0.3 -0.9 1.6 -0.130
O 1.1773 -3.4365 2.8929 -0.3 -1.3 -0.7 -0.133
H 0.5127 -2.6735 1.0884 -0.6 -0.7 -1.8 0.037
H 1.5935 -1.6842 1.9522 0.4 0.5 0.0 0.031
H -0.1047 -1.7876 2.4311 0.2 -0.4 0.3 0.071
H 1.3056 -4.3184 2.4059 -0.4 2.4 0.7 0.119
C -3.3824 2.4653 0.1116 1.3 -1.1 -2.2 -0.151
O -3.4390 3.3535 -0.9857 -1.3 1.7 1.3 -0.112
H -3.3835 1.5018 -0.3669 0.2 -0.9 0.3 0.047
H -4.2268 2.4857 0.7164 -1.9 0.7 0.7 0.062
H -2.5417 2.5151 0.7835 0.8 0.5 0.0 0.058
H -2.7877 3.2848 -1.6792 0.5 -0.7 0.6 -0.013
C 3.2423 2.5585 -0.8003 -0.6 -0.2 -0.2 -0.166
O 4.0999 1.5825 -1.2748 1.7 1.1 -1.4 -0.089
H 3.6864 3.5199 -0.9616 0.4 0.6 0.5 0.088
H 3.0210 2.2951 0.2092 -0.3 0.8 0.9 0.041
H 2.3020 2.5853 -1.3410 -0.5 -0.2 -0.3 0.057
H 3.7399 0.7608 -1.0421 -0.8 -1.8 0.1 -0.010
C 4.3688 0.8162 2.0388 -1.0 -1.6 1.4 -0.102
O 3.4521 -0.1527 1.4940 -1.0 0.5 1.5 -0.197
H 4.9761 0.3746 2.8243 -0.2 -0.2 0.5 0.086
H 3.8350 1.6602 2.4013 -0.4 0.9 0.4 0.052
H 5.0825 1.1677 1.3769 1.0 0.5 -2.1 0.063
H 2.6508 -0.2111 2.1582 2.2 0.3 -1.5 0.076
C -0.3989 0.0367 -0.0321 -0.6 1.9 1.4 -0.115
O 0.9294 0.4700 0.3017 -0.6 -0.4 1.0 -0.125
H -0.9685 0.9002 -0.3636 -0.2 0.1 -0.4 0.053
H -1.0631 -0.4086 0.7290 1.0 0.1 0.6 0.054
H -0.4237 -0.6813 -0.7844 0.7 -1.2 -1.6 0.053
H 0.9190 1.0553 1.1076 -0.2 -0.8 -1.2 0.062
C 0.4548 4.5941 -0.6210 -1.4 -0.3 -1.7 -0.093
O -0.2458 3.3555 -0.3555 0.3 0.1 0.1 -0.180
H 1.2824 4.7319 0.0495 0.3 -0.1 0.5 0.053
H -0.3308 5.3517 -0.5419 0.5 0.4 0.1 0.085
H 0.8276 4.6045 -1.6723 -0.1 0.0 0.7 0.084
H -0.4525 2.8608 -1.1614 0.5 0.2 0.2 0.036